The following is a DFT calculation (ωB97M-V/def2-TZVPD) of a molecular structure, C35H37ClN3O4PdS2 at a distorted geometry.

* HOMO (spin up / spin down): -8.32 / -10.52 eV
* HOMO-LUMO gap (spin up / spin down): 5.25 / 3.21 eV

```
! RIJCOSX wB97M-V def2-TZVPD def2/J DEFGRID3
* xyz 1 5
Pd 1.386 0.638 1.578
O -2.388 0.513 3.367
C -1.237 0.045 3.026
O -0.388 0.720 2.362
C -0.931 -1.393 3.466
C -1.945 -2.062 4.204
C -1.804 -3.372 4.669
C -0.632 -4.064 4.409
C 0.387 -3.442 3.688
C 0.252 -2.122 3.216
S 1.607 -1.509 2.345
H -2.870 -1.528 4.414
H -2.609 -3.834 5.227
H -0.499 -5.080 4.759
H 1.302 -3.994 3.490
O 3.493 1.873 1.296
S 3.549 0.530 0.625
C 5.180 0.453 -0.162
C 5.374 -0.390 -1.263
C 6.622 -0.456 -1.885
C 7.678 0.323 -1.415
C 7.488 1.174 -0.327
C 6.241 1.243 0.296
C 3.991 -0.648 1.934
C 4.312 -0.204 3.222
C 4.637 -1.121 4.224
C 4.636 -2.487 3.946
C 4.306 -2.939 2.669
C 3.979 -2.024 1.666
H 4.558 -0.997 -1.646
H 6.770 -1.112 -2.739
H 8.650 0.273 -1.901
H 8.310 1.787 0.036
H 6.099 1.915 1.139
H 4.310 0.859 3.452
H 4.888 -0.767 5.220
H 4.889 -3.199 4.727
H 4.301 -4.005 2.455
H 3.718 -2.394 0.678
C -1.183 3.145 -3.632
C -2.434 2.349 -3.172
C -2.593 2.559 -1.659
C -3.644 3.073 -3.830
C -2.331 0.823 -3.631
O -2.272 0.915 -5.104
C -3.592 -0.078 -3.405
C -3.840 -0.874 -2.118
C -4.380 -0.134 -0.925
C -5.634 0.493 -0.975
C -6.142 1.154 0.147
C -5.404 1.182 1.328
Cl -6.027 2.001 2.707
C -4.168 0.547 1.401
C -3.663 -0.117 0.280
C -0.978 0.094 -3.336
N -0.532 -0.168 -1.991
C 0.260 0.613 -1.201
N 0.604 -0.049 -0.121
C 0.084 -1.287 -0.343
N -0.600 -1.416 -1.481
H -1.288 4.213 -3.406
H -1.024 3.064 -4.713
H -0.273 2.808 -3.133
H -2.357 3.593 -1.378
H -1.950 1.916 -1.065
H -3.624 2.399 -1.344
H -3.696 4.119 -3.503
H -4.598 2.613 -3.555
H -3.574 3.091 -4.922
H -3.167 1.091 -5.444
H -3.552 -0.847 -4.194
H -4.497 0.485 -3.661
H -2.967 -1.465 -1.851
H -4.597 -1.637 -2.355
H -6.227 0.467 -1.886
H -7.112 1.639 0.094
H -3.593 0.558 2.323
H -2.702 -0.620 0.358
H -0.156 0.628 -3.832
H -0.995 -0.877 -3.853
H 0.549 1.625 -1.443
H 0.208 -2.117 0.340
H 2.050 1.222 3.020
*
```



The following is a DFT calculation (ωB97M-V/def2-TZVPD) of a molecular structure, C35H37FN6O6S2Zr.

* HOMO: -11.75 eV
* energy relative to the best compared isomer or geometry (same formula, charge and spin): 45.7 kJ/mol
* HOMO-LUMO gap: 6.72 eV

```
! RIJCOSX wB97M-V def2-TZVPD def2/J DEFGRID3
* xyz 2 1
Zr -0.766 -0.420 -3.185
C -2.388 3.003 -4.020
C -1.078 2.872 -3.308
C -0.625 3.917 -2.467
C 0.600 3.834 -1.881
C 1.463 2.756 -2.187
C 2.780 2.653 -1.698
C 3.575 1.619 -2.116
C 3.106 0.686 -3.057
C 1.825 0.751 -3.565
S 1.250 -0.284 -4.874
C 0.975 1.779 -3.070
N -0.325 1.808 -3.537
H -2.184 3.394 -5.021
H -3.050 3.701 -3.514
H -2.904 2.052 -4.111
H -1.275 4.763 -2.293
H 0.944 4.614 -1.212
H 3.157 3.411 -1.023
H 4.593 1.541 -1.758
H 3.771 -0.081 -3.433
F 1.879 -1.167 3.112
C 0.723 -0.530 2.835
C 0.368 -0.335 1.538
C -0.872 0.244 1.239
C -1.292 0.380 -0.142
O -0.465 0.104 -1.059
C -2.608 0.840 -0.362
C -3.358 1.252 0.705
N -2.949 1.200 1.981
C -3.833 1.677 3.033
C -3.410 2.875 3.830
C -4.524 2.987 2.834
C -1.715 0.632 2.285
C -1.314 0.446 3.615
C -0.100 -0.141 3.913
N 0.281 -0.366 5.246
C 1.660 -0.392 5.691
C 1.784 0.341 7.017
N 0.837 -0.278 8.021
C -0.589 -0.258 7.520
C -0.627 -0.981 6.187
C -3.228 0.910 -1.719
O -4.214 1.578 -1.917
O -2.617 0.175 -2.616
H 1.014 -0.661 0.732
H -4.346 1.656 0.529
H -4.378 0.885 3.531
H -2.466 3.331 3.563
H -3.649 2.893 4.884
H -4.322 3.534 1.923
H -5.540 3.065 3.192
H -1.956 0.785 4.416
H 2.311 0.103 4.978
H 2.026 -1.422 5.804
H 1.490 1.384 6.923
H 2.789 0.276 7.430
H 0.908 0.201 8.920
H 1.117 -1.248 8.188
H -0.860 0.791 7.416
H -1.214 -0.732 8.274
H -1.645 -0.982 5.808
H -0.348 -2.034 6.350
N -1.739 -0.108 -5.486
N -1.699 -1.417 -5.987
C -1.594 -2.475 -5.116
O -1.426 -3.602 -5.497
O -1.664 -2.082 -3.832
H -2.666 0.281 -5.630
H -1.033 0.457 -5.949
H -1.684 -1.629 -6.971
C 0.341 -4.403 -2.496
S 0.940 -2.981 -3.383
O 0.611 -1.820 -2.380
C 2.680 -3.205 -3.223
C 3.362 -3.615 -4.358
C 4.732 -3.820 -4.274
C 5.393 -3.591 -3.076
C 4.695 -3.158 -1.953
C 3.325 -2.963 -2.019
H 0.753 -4.397 -1.488
H 0.660 -5.286 -3.050
H -0.745 -4.339 -2.498
H 2.833 -3.761 -5.293
H 5.282 -4.144 -5.147
H 6.463 -3.744 -3.018
H 5.222 -2.976 -1.025
H 2.767 -2.609 -1.162
*
```



The following is a DFT calculation (ωB97M-V/def2-TZVPD) of a molecular structure, C35H37GeN5O2PdS.

* HOMO (spin up / spin down): -10.27 / -11.04 eV
* energy relative to the best compared isomer or geometry (same formula, charge and spin): 70.3 kJ/mol
* HOMO-LUMO gap (spin up / spin down): 7.14 / 7.12 eV

```
! RIJCOSX wB97M-V def2-TZVPD def2/J DEFGRID3
* xyz 1 2
Pd 0.474 -0.733 -0.754
C 4.647 3.380 1.484
C 4.828 2.439 0.301
N 4.225 1.113 0.519
C 5.120 0.024 0.917
C 5.351 -0.044 2.420
C 2.905 0.951 0.406
S 2.222 -0.589 0.830
N 2.219 2.050 0.058
C 1.084 2.156 -0.593
O 0.420 1.240 -1.199
C 0.539 3.537 -0.727
C 1.296 4.638 -0.325
C 0.785 5.917 -0.454
C -0.482 6.110 -0.987
C -1.235 5.020 -1.399
C -0.725 3.740 -1.274
H 5.114 4.340 1.260
H 5.113 2.984 2.385
H 3.591 3.548 1.687
H 5.887 2.267 0.112
H 4.399 2.867 -0.602
H 6.060 0.181 0.389
H 4.699 -0.911 0.553
H 5.847 0.852 2.789
H 5.986 -0.898 2.659
H 4.406 -0.161 2.950
H 2.283 4.477 0.085
H 1.377 6.768 -0.143
H -0.879 7.112 -1.090
H -2.222 5.169 -1.819
H -1.302 2.889 -1.600
C -3.682 -0.618 -4.524
C -2.545 0.141 -4.287
C -1.988 0.188 -3.018
C -2.554 -0.540 -1.972
C -3.701 -1.300 -2.221
C -4.266 -1.332 -3.487
Ge -1.857 -0.464 -0.154
C -2.066 1.241 0.745
C -1.288 1.626 1.831
C -1.522 2.833 2.470
C -2.552 3.659 2.039
C -3.339 3.281 0.961
C -3.089 2.082 0.309
C -2.482 -1.954 0.935
C -2.622 -3.241 0.414
C -3.103 -4.275 1.201
C -3.448 -4.035 2.527
C -3.328 -2.757 3.053
C -2.852 -1.723 2.258
H -4.118 -0.647 -5.514
H -2.090 0.705 -5.091
H -1.120 0.808 -2.842
H -4.174 -1.861 -1.423
H -5.163 -1.912 -3.662
H -0.468 0.997 2.169
H -0.901 3.133 3.304
H -2.737 4.600 2.541
H -4.139 3.925 0.620
H -3.700 1.803 -0.544
H -2.356 -3.441 -0.620
H -3.215 -5.267 0.782
H -3.828 -4.841 3.142
H -3.616 -2.562 4.078
H -2.779 -0.724 2.677
C 1.334 -5.371 -2.742
N 0.986 -4.770 -1.455
C 0.888 -5.510 -0.321
C 0.615 -4.949 0.875
C 0.426 -3.533 0.908
N 0.481 -2.817 -0.206
C 0.807 -3.399 -1.409
O 0.932 -2.696 -2.396
N 0.222 -2.907 2.067
H 1.051 -6.420 -2.725
H 2.402 -5.276 -2.930
H 0.792 -4.854 -3.527
H 1.053 -6.572 -0.439
H 0.556 -5.542 1.774
H 0.074 -3.427 2.913
H 0.038 -1.919 2.075
*
```



The following is a DFT calculation (ωB97M-V/def2-TZVPD) of a molecular structure, C35H37IP2W at a distorted geometry.

* HOMO (spin up / spin down): -12.55 / -12.72 eV
* energy relative to the best compared isomer or geometry (same formula, charge and spin): 89.1 kJ/mol
* HOMO-LUMO gap (spin up / spin down): 6.12 / 5.94 eV

```
! RIJCOSX wB97M-V def2-TZVPD def2/J DEFGRID3
* xyz 2 3
W -0.648 -0.190 1.240
C -2.715 1.796 2.497
C -2.172 2.184 1.270
C -1.211 3.337 1.184
C 0.238 2.984 1.533
C 0.431 1.744 2.392
C -0.004 1.711 3.741
C -0.988 2.621 4.282
C -2.458 2.519 3.737
C -1.874 -0.508 -0.425
H -3.509 1.085 2.475
H -2.871 2.133 0.419
H -1.558 4.179 1.814
H -1.213 3.749 0.155
H 0.820 2.857 0.592
H 0.696 3.866 2.036
H 1.361 1.229 2.167
H 0.416 0.921 4.353
H -0.618 3.661 4.139
H -1.043 2.474 5.380
H -3.074 2.113 4.541
H -2.800 3.545 3.595
H -1.347 -1.362 0.330
H -1.760 0.652 0.125
H -2.953 -0.642 -0.435
P -0.861 -0.109 -1.841
P 1.142 -1.408 0.694
C 0.714 0.504 -1.389
C 1.520 0.055 -0.366
C -0.766 -1.235 -3.246
C 0.038 -0.861 -4.324
C 0.114 -1.630 -5.460
C -0.604 -2.847 -5.528
C -1.429 -3.212 -4.458
C -1.518 -2.430 -3.327
C -1.844 1.288 -2.470
C -1.504 2.636 -2.203
C -2.431 3.635 -2.469
C -3.650 3.328 -3.054
C -3.958 2.005 -3.384
C -3.033 1.009 -3.151
C 2.157 -2.756 -0.093
C 1.870 -3.245 -1.379
C 2.621 -4.248 -2.004
C 3.741 -4.805 -1.370
C 4.093 -4.290 -0.111
C 3.331 -3.275 0.479
C 2.170 -1.071 2.208
C 1.763 -1.766 3.348
C 2.278 -1.431 4.594
C 3.279 -0.445 4.680
C 3.784 0.136 3.522
C 3.275 -0.201 2.269
H 1.105 1.251 -2.099
H 2.604 0.237 -0.367
H 0.615 0.068 -4.261
H 0.718 -1.320 -6.304
H -0.510 -3.475 -6.400
H -2.012 -4.133 -4.525
H -2.158 -2.704 -2.496
H -0.525 2.883 -1.823
H -2.196 4.671 -2.191
H -4.384 4.118 -3.269
H -4.932 1.758 -3.813
H -3.211 -0.010 -3.492
H 1.033 -2.835 -1.940
H 2.349 -4.634 -3.000
H 4.333 -5.603 -1.840
H 4.977 -4.711 0.397
H 3.698 -2.887 1.421
H 0.986 -2.525 3.280
H 1.906 -1.920 5.481
H 3.661 -0.146 5.654
H 4.591 0.873 3.584
H 3.689 0.226 1.361
I -1.775 -1.171 3.335
*
```